# 1
Formula: C7H11NO2
Source: the OMol25 dataset
Level of theory: ωB97M-V/def2-TZVPD

```
21
Properties=species:S:1:pos:R:3:forces:R:3:mulliken_charge:R:1
O -1.2777 -1.3345 -0.6205 0.09 0.75 0.17 -0.310
O 2.7573 -0.5387 -1.4184 -0.19 0.01 -0.21 -0.630
N 2.4240 -1.3830 0.6468 0.04 -0.13 0.06 -0.394
C -1.9706 -0.8184 0.3656 -1.17 -0.45 1.95 -0.173
C -2.5696 0.5398 0.4907 0.54 -0.14 -0.34 -0.792
C -0.5924 -0.5591 -1.4374 0.78 0.06 -2.15 -0.600
C 2.1582 -0.5136 -0.3629 0.36 0.03 0.50 0.490
C 0.1231 0.7287 -1.1565 -0.44 -0.06 0.35 -0.616
C 1.1203 0.5251 -0.0458 -0.19 0.16 -0.03 0.735
C 1.1290 1.2073 1.0927 0.23 0.10 -0.16 -1.179
H -1.8390 1.2853 0.8128 -0.01 0.27 -0.10 0.085
H -3.3562 0.5201 1.2456 0.08 -0.17 -0.04 0.331
H 1.8856 -1.3869 1.4945 -0.04 -0.02 -0.10 0.205
H -2.3257 -1.5804 1.0481 0.05 -0.08 -0.20 0.456
H 0.4418 2.0220 1.2687 -0.21 -0.02 0.00 0.303
H 3.1061 -2.1066 0.4877 -0.03 0.07 0.01 0.234
H -3.0156 0.8772 -0.4514 0.12 0.04 -0.12 0.306
H 1.9012 1.0724 1.8347 0.07 -0.15 0.11 0.353
H -0.2416 -1.1226 -2.2921 -0.01 -0.08 0.12 0.455
H 0.6765 0.9922 -2.0620 -0.09 -0.21 0.02 0.276
H -0.5345 1.5738 -0.9409 0.02 0.04 0.18 0.465
```
Positions in Å, forces in eV/Å.

Results
Largest force on an atom   2.318 eV/Å
Total energy   -13019.02404 eV
Orbital gap (alpha / beta)   7.943 / 8.026 eV

# 2
Formula: C7H11NO2S
Source: the OMol25 dataset
Level of theory: ωB97M-V/def2-TZVPD

```
22
Properties=species:S:1:pos:R:3:forces:R:3:mulliken_charge:R:1
S 2.3301 2.3222 -0.2653 -0.29 -0.67 0.30 -0.398
O -1.7930 -0.5231 -0.2820 1.38 0.89 0.64 -0.457
O 0.2218 2.6893 1.1306 -0.60 1.03 -0.11 -0.271
N 0.2857 0.5654 0.1190 -1.42 0.45 -0.28 0.371
C -0.7166 2.8391 2.1002 -0.53 -1.02 0.32 -0.234
C 0.8897 1.8060 0.4363 1.36 0.21 -0.62 0.415
C -1.6436 3.7877 2.2155 1.24 1.16 -2.52 -0.531
C 0.9015 -0.7255 -2.0177 0.25 -1.64 -0.25 -1.018
C 1.0609 -0.5509 -0.4422 3.50 0.43 -1.14 -0.414
C 0.9909 -1.8233 0.4438 -0.69 0.33 -0.70 -1.096
C -1.0440 0.5114 0.1559 -1.59 1.94 0.65 0.058
H -2.2062 3.8430 3.0973 -0.71 -0.15 1.07 0.298
H 1.7457 -2.5110 -0.0188 -0.25 0.56 1.28 0.398
H -1.1440 -1.2008 -0.5165 -0.34 -0.52 -0.26 0.359
H 1.0251 -1.4948 1.5235 0.68 -0.85 -1.13 0.327
H -1.5900 1.4701 0.4881 0.66 -2.05 -0.64 0.339
H 2.1607 -0.1066 -0.4475 -2.21 -0.93 0.75 0.289
H -1.8010 4.6675 1.4839 0.37 -1.54 0.94 0.232
H 0.0390 -2.3971 0.3324 0.41 0.45 0.04 0.351
H 0.2565 0.0884 -2.3699 0.17 -0.55 -0.42 0.299
H 1.8610 -0.7771 -2.6002 -0.38 1.20 1.07 0.348
H 0.6366 -1.7757 -2.3868 -1.02 1.28 1.01 0.334
```
Positions in Å, forces in eV/Å.

Results
Largest force on an atom   3.708 eV/Å
Total energy   -23851.10026 eV
Orbital gap (alpha / beta)   7.788 / 5.497 eV

# 3
Formula: C7H11NO2S2
Source: the OMol25 dataset
Level of theory: ωB97M-V/def2-TZVPD

```
23
Properties=species:S:1:pos:R:3:forces:R:3:mulliken_charge:R:1
S -1.8121 2.4643 -0.1986 -1.91 -0.81 -1.06 -0.400
S -2.7626 0.0217 -1.6112 -6.12 -0.68 -6.91 -0.390
O -1.3766 -0.4429 2.1220 0.49 -0.52 -1.90 -0.364
O -0.0242 1.1199 3.0379 -0.67 -1.84 -0.61 -0.612
N -0.6888 0.2065 -0.2532 1.66 -3.09 1.94 0.148
C -0.3984 0.4435 2.0782 0.24 3.05 3.17 0.216
C 0.1197 0.7688 0.8051 3.01 1.92 -2.90 -0.083
C -1.7969 0.7312 -0.6486 4.15 8.17 3.91 0.703
C 1.6000 0.1771 0.6335 0.86 0.44 0.46 -0.862
C -0.3495 -1.1870 -0.4467 -0.13 -3.12 1.22 -1.004
C 1.7951 -0.1358 -0.8329 4.68 1.02 0.67 -0.610
C 0.8451 -1.0860 -1.4289 -1.89 -1.87 -4.79 -0.496
H 1.7044 -0.8196 1.0376 -0.30 -0.06 1.21 0.343
H 0.0174 1.9355 0.6202 0.67 -2.31 0.69 0.432
H 2.0256 0.8404 -1.2652 -0.89 -0.17 -0.99 0.379
H 0.4641 -0.6138 -2.4695 0.50 -1.03 2.28 0.160
H 2.8403 -0.5987 -0.8740 -1.17 0.43 0.01 0.328
H 2.5532 0.7426 1.0546 -2.58 -0.55 -0.78 0.336
H -3.2937 1.4318 -2.4949 1.12 -3.14 2.45 0.239
H 1.3439 -2.1039 -1.8550 -1.24 2.15 1.66 0.341
H -1.5952 -0.4048 3.0133 -1.30 -0.35 3.02 0.353
H 0.1433 -1.6723 0.5572 -1.74 1.24 -2.31 0.155
H -1.3542 -1.8185 -0.5812 2.59 1.13 -0.43 0.687
```
Positions in Å, forces in eV/Å.

Results
Largest force on an atom   9.962 eV/Å
Total energy   -34688.28525 eV
Orbital gap   6.970 eV

# 4
Formula: C7H11NO4Se2
Source: the OMol25 dataset
Level of theory: ωB97M-V/def2-TZVPD

```
25
Properties=species:S:1:pos:R:3:forces:R:3:mulliken_charge:R:1
Se -0.2516 3.5907 -0.2469 -0.86 0.30 -0.29 -0.149
Se -1.4228 -0.7828 -0.8629 0.16 0.04 0.38 0.167
O -2.9251 3.0521 -0.9482 -0.12 -0.51 0.43 -0.470
O -1.7002 -3.2709 0.4686 -0.95 0.79 2.47 -0.500
O -2.2661 2.3497 1.1136 2.38 0.79 -0.11 -0.337
O 0.2823 -3.1729 -0.5123 0.97 1.65 1.24 -0.494
N 0.9687 0.4817 0.0646 -0.32 -0.22 -0.50 0.546
C 0.8607 0.6548 2.2517 0.67 0.02 4.39 -0.618
C -0.3537 0.1384 1.8017 -2.02 -1.33 0.02 -0.033
C -2.1133 2.8765 -0.0922 0.82 1.41 -0.59 0.518
C -0.2609 0.0119 0.4158 -0.48 -0.42 0.59 -0.690
C -1.0318 -2.7564 -0.5829 0.86 0.64 0.38 -0.158
C 1.5034 0.4124 -1.2488 2.64 0.16 -2.44 -0.930
C 1.6516 0.8220 1.1760 4.18 1.57 -0.96 -0.296
H -1.4616 -3.1425 -1.4363 -0.74 -0.92 -2.06 0.452
H 0.5667 -2.8023 0.3770 0.13 -0.78 -1.47 0.371
H 2.7999 1.1810 1.0932 -3.16 -0.85 0.22 0.207
H 1.9795 -0.5894 -1.4042 -0.69 0.49 -0.02 0.379
H -1.2511 -0.2124 2.3942 1.31 0.73 -0.73 0.419
H -0.7002 4.7137 -1.1489 0.17 -0.81 0.46 0.103
H 1.1996 0.7907 3.3852 -0.92 -0.17 -2.88 0.269
H -1.4921 -2.6789 1.2367 -0.52 -0.85 -0.60 0.363
H -3.1159 2.0137 1.2421 -2.58 -0.96 0.08 0.307
H 0.7789 0.5825 -2.1420 1.17 0.04 2.03 0.289
H 2.4520 1.0983 -1.3025 -2.09 -0.79 -0.05 0.284
```
Positions in Å, forces in eV/Å.

Results
Largest force on an atom   4.564 eV/Å
Total energy   -147807.83248 eV
Orbital gap   8.981 eV

# 5
Formula: C7H11NPSc
Source: the OMol25 dataset
Level of theory: ωB97M-V/def2-TZVPD

```
21
Properties=species:S:1:pos:R:3:forces:R:3:mulliken_charge:R:1
Sc -0.0286 -0.5926 1.7974 2.09 1.40 -0.29 0.651
P -2.0889 0.5431 2.4953 -1.42 1.28 0.94 -0.180
N -0.9730 -1.8586 0.5780 -1.44 -3.39 -1.69 -0.363
C 1.7240 1.9131 -2.2119 0.35 -0.18 0.57 -0.560
C 3.0583 1.8918 -1.6721 -1.02 0.41 0.84 -0.342
C -1.8473 -4.0256 -0.5559 -0.45 -1.36 -0.53 -0.842
C 0.7954 1.8668 -1.1601 1.01 -0.49 1.20 -0.593
C 2.9577 1.9412 -0.2662 -0.79 -1.19 0.23 -0.837
C -1.4166 -2.8386 0.0841 1.07 3.05 1.13 0.352
C 1.5649 1.8041 0.1023 -0.56 0.05 -1.24 -0.323
H -3.3083 -0.0417 3.0368 0.79 0.36 -0.34 0.101
H 1.4945 1.9980 -3.2707 -0.05 -0.14 0.20 0.365
H -0.2937 1.8566 -1.2280 0.31 0.10 -0.08 0.331
H -2.0829 -3.8223 -1.6157 0.10 -0.04 0.47 0.282
H -2.7517 -4.4190 -0.0592 0.33 0.12 -0.27 0.273
H -1.8677 1.5355 3.5430 -0.39 -0.58 -0.66 0.100
H 3.9844 1.8227 -2.2294 -0.12 0.28 -0.02 0.400
H -1.0519 -4.7913 -0.5079 -0.34 0.21 -0.10 0.269
H 3.7606 1.9485 0.4722 -0.06 -0.02 -0.39 0.333
H -2.7448 1.4301 1.5491 0.26 -0.39 0.49 0.116
H 1.1157 1.8380 1.1189 0.34 0.52 -0.47 0.469
```
Positions in Å, forces in eV/Å.

Results
Largest force on an atom   4.053 eV/Å
Total energy   -38909.88981 eV
Orbital gap (alpha / beta)   5.086 / 4.975 eV

# 6
Formula: C7H11O3
Source: the OMol25 dataset
Level of theory: ωB97M-V/def2-TZVPD

```
21
Properties=species:S:1:pos:R:3:forces:R:3:mulliken_charge:R:1
O -0.1947 -0.3670 -0.8732 -1.96 -1.44 1.12 -0.093
O -1.4857 -0.2841 1.0775 2.17 2.07 -1.46 -0.394
O 3.0786 0.3649 -0.1165 0.94 0.79 0.32 -0.458
C 1.1367 -0.0990 -1.2322 -0.04 2.63 -3.89 -0.483
C -0.7375 -1.5158 1.1155 -3.57 0.29 -0.58 -0.453
C -0.6797 0.5410 0.3026 1.93 1.10 2.21 0.862
C -0.5318 -1.6943 -0.3874 -1.40 0.38 2.76 -0.486
C 1.9022 0.5270 -0.0946 -0.43 -1.36 0.75 0.722
C 1.0210 0.9274 1.0795 -3.59 -1.19 -5.05 -0.959
C -1.2901 1.6513 -0.4628 -2.08 1.78 2.07 -1.417
H 1.0666 0.4977 -2.2873 0.29 -0.71 2.79 0.301
H -1.4398 -2.0856 -0.6968 -1.78 0.13 -1.72 0.368
H -0.5975 2.4143 -0.6792 1.43 0.43 -1.02 0.429
H -1.4535 -2.0717 1.7429 0.56 -1.06 -1.09 0.404
H 0.1773 -2.3686 -0.5810 3.15 -2.25 -1.14 0.451
H 1.0145 1.9325 1.2685 -0.05 2.64 0.39 0.465
H -1.9498 2.3353 0.1537 0.28 -1.34 -0.08 0.408
H 0.1410 -1.4746 1.6182 2.74 0.60 1.70 0.237
H -1.8912 1.3562 -1.3084 0.08 -0.31 -0.25 0.342
H 1.5757 -0.9815 -1.5783 0.88 -1.54 -0.01 0.383
H 1.1377 0.3947 1.9393 0.46 -1.66 2.20 0.369
```
Positions in Å, forces in eV/Å.

Results
Net charge   +1
Largest force on an atom   6.310 eV/Å
Total energy   -13568.45355 eV
Orbital gap   10.916 eV

# 7
Formula: C7H11O4S
Source: the OMol25 dataset
Level of theory: ωB97M-V/def2-TZVPD

```
23
Properties=species:S:1:pos:R:3:forces:R:3:mulliken_charge:R:1
S 0.0858 1.1682 0.4224 -0.54 -0.42 -0.74 0.572
O 4.0349 -1.1244 0.7401 0.19 -0.05 0.04 -0.699
O 0.0777 1.7179 -1.1601 -0.43 -0.12 0.40 -0.476
O -0.7020 2.1349 1.1791 -0.38 0.73 0.49 -0.641
O 1.8233 -1.0178 1.1565 -0.09 -0.30 0.20 -0.601
C -0.5410 -1.1141 -0.9505 0.07 0.00 -0.09 -1.630
C 2.8960 -0.6579 0.6529 0.15 -0.06 0.02 0.173
C 3.0125 1.4409 -1.0446 0.04 -0.01 0.04 -0.387
C 2.8317 0.5522 -0.2524 0.74 -0.08 -0.28 0.263
C -1.1156 -0.2467 0.1517 0.23 0.13 -0.05 1.641
C -2.4735 0.3300 -0.1891 0.10 0.21 0.03 -1.797
C -1.1253 -0.9752 1.4849 0.10 0.01 0.14 -1.576
H 0.4662 -1.4136 -0.6716 0.10 -0.13 -0.05 0.329
H -1.1435 -2.0122 -1.0957 -0.10 -0.05 0.07 0.449
H -1.7806 -1.8473 1.4558 -0.13 -0.01 -0.10 0.415
H 3.1806 2.2466 -1.7042 0.07 0.26 -0.22 0.393
H -1.4651 -0.3056 2.2734 -0.12 0.02 0.11 0.385
H -0.5060 -0.5669 -1.8912 -0.04 -0.02 -0.07 0.365
H -2.7785 1.0163 0.5989 -0.11 0.05 0.00 0.387
H -2.4258 0.8825 -1.1245 -0.07 0.06 -0.14 0.370
H -0.1133 -1.2979 1.7134 -0.04 -0.12 0.12 0.364
H -3.2214 -0.4594 -0.2810 0.04 -0.12 0.00 0.449
H 0.9830 1.5496 -1.4641 0.19 0.02 0.07 0.253
```
Positions in Å, forces in eV/Å.

Results
Net charge   -1
Largest force on an atom   1.012 eV/Å
Total energy   -26462.27589 eV
Orbital gap   8.456 eV

# 8
Formula: C7H11O6Zn
Source: the OMol25 dataset
Level of theory: ωB97M-V/def2-TZVPD

```
25
Properties=species:S:1:pos:R:3:forces:R:3:mulliken_charge:R:1
Zn -2.6806 -0.1109 -0.2826 1.02 -1.51 -1.92 -0.167
O -3.9342 1.3368 -0.2954 -0.70 0.09 -0.40 -0.603
O 1.2249 0.6642 -1.4753 0.43 0.69 -1.02 -0.303
O -3.9741 2.5763 1.5381 -0.14 -0.41 -0.70 -0.279
O 0.5261 -1.4085 -1.5054 -1.14 -0.24 -1.38 -0.454
O 2.6957 -0.9194 -1.1687 0.05 0.36 -1.04 -0.232
O -2.7934 0.6595 1.4476 0.27 -0.21 1.33 -0.572
C 4.4121 -2.3775 -0.3557 0.20 0.05 0.02 -1.189
C -0.7505 -0.3623 -0.8760 -0.38 -1.07 3.37 -0.119
C -0.1991 0.8514 -1.4584 -1.18 -2.14 -3.01 -0.350
C 2.9824 -2.3068 -0.8176 -0.01 -0.83 -0.13 -0.190
C -3.3724 2.8853 2.7981 0.09 -0.03 0.72 -0.576
C 1.5026 -0.6187 -1.5171 -0.62 0.58 2.42 0.845
C -3.5815 1.4914 0.9111 -0.43 2.00 0.86 1.263
H -3.5930 2.0962 3.5261 0.11 0.20 -0.18 0.279
H 5.0992 -2.0335 -1.1389 -0.18 -0.09 0.21 0.329
H -0.9209 0.3804 -2.3897 2.97 1.82 0.11 0.402
H -0.4077 1.9207 -1.4861 -0.47 -0.38 0.88 0.502
H 4.6474 -3.4252 -0.1278 -0.05 0.28 -0.02 0.380
H 2.7998 -2.9139 -1.7126 0.05 0.11 0.24 0.320
H -3.8304 3.8240 3.1222 0.14 -0.26 -0.16 0.218
H -0.4041 -0.8349 0.0596 0.14 1.06 0.22 0.558
H 4.5629 -1.7753 0.5491 -0.01 -0.17 -0.24 0.321
H -2.2884 3.0039 2.6871 -0.28 -0.03 0.01 0.296
H 2.2774 -2.6031 -0.0316 0.11 0.12 -0.20 0.319
```
Positions in Å, forces in eV/Å.

Results
Net charge   +1
Largest force on an atom   3.872 eV/Å
Total energy   -68130.11676 eV
Orbital gap   10.058 eV